DFT (ωB97M-V with the def2-TZVPD basis set) results for 2 unconnected molecules or ions with the total composition C3H5PS.

Each line ends with the Mulliken charge.
Element x y z (Å)
1 C 0.91 -0.05 -0.54  -0.145
2 C -0.35 0.01 -0.05  -0.390
3 C -2.58 -0.67 -0.02  -0.119
4 P 2.23 1.09 0.03  -0.083
5 S -3.62 0.48 0.09  -0.134
6 H 1.19 -0.72 -1.35  0.293
7 H -0.58 0.71 0.73  0.192
8 H -2.66 -1.74 -0.02  0.314
9 H 3.26 0.18 -0.24  0.031
10 H 2.19 0.72 1.37  0.042

Lowest unoccupied orbital energy (spin up / spin down): -0.6 / -0.6 eV
Maximum force: 3.06 eV/A
Highest occupied orbital energy (spin up / spin down): -8.25 / -8.25 eV
Calculated total energy: -23310.54887 eV